93
Properties=species:S:1:pos:R:3:forces:R:3:lowdin_charge:R:1 method="wB97M-V/def2-TZVPD" molar_mass_da=738.974 lumo_ev=-1.6 spin_multiplicity=1 de_lowest_kj_mol=0.0 fmax_ev_per_a=0.976 homo_lumo_gap_ev=9.2 charge=+1
Ca 0.073 0.497 -0.478 0.483 0.352 0.772 1.34
C 2.469 1.526 2.052 0.039 0.036 0.011 -0.18
C 1.764 2.755 2.602 -0.014 -0.025 -0.027 -0.11
C 0.261 2.710 2.718 -0.012 0.062 0.012 -0.28
C -0.375 3.769 3.369 0.003 0.000 -0.007 -0.02
C -1.741 3.734 3.551 -0.016 -0.025 -0.006 -0.06
C -2.439 2.621 3.100 0.000 0.046 0.019 -0.06
C -1.731 1.618 2.466 -0.024 0.036 0.002 -0.15
N -0.411 1.662 2.246 -0.037 -0.035 0.004 0.11
N 2.491 1.326 0.588 -0.013 -0.048 -0.007 -0.20
C 2.949 2.514 -0.130 0.005 0.019 0.024 -0.13
C 1.857 3.518 -0.407 -0.001 0.019 0.079 -0.26
C 2.186 4.791 -0.864 0.009 0.011 0.019 -0.01
C 1.175 5.707 -1.072 0.019 0.032 -0.009 -0.04
C -0.134 5.331 -0.806 -0.036 -0.019 0.020 -0.04
C -0.366 4.042 -0.376 0.025 0.009 0.033 -0.13
N 0.603 3.142 -0.184 -0.030 -0.006 -0.206 0.06
C 3.438 0.238 0.347 -0.007 -0.008 -0.002 -0.16
C 3.420 -0.282 -1.066 0.016 0.041 0.004 -0.28
C 4.528 -0.970 -1.549 0.008 0.023 -0.009 -0.02
C 4.514 -1.441 -2.848 0.023 -0.019 -0.003 -0.05
C 3.396 -1.193 -3.631 -0.006 0.004 -0.013 -0.05
C 2.334 -0.504 -3.073 0.050 0.029 0.018 -0.11
N 2.331 -0.063 -1.805 -0.040 -0.120 -0.071 0.08
H 2.021 0.631 2.483 0.002 -0.007 0.007 0.11
H 3.511 1.582 2.405 0.009 0.001 -0.017 0.13
H 2.056 3.663 2.072 0.016 0.013 -0.020 0.11
H 2.147 2.893 3.618 -0.001 -0.010 -0.001 0.13
H 0.212 4.604 3.731 0.008 -0.007 -0.004 0.12
H -2.252 4.547 4.051 0.000 0.001 0.001 0.11
H -3.507 2.529 3.243 0.001 -0.005 -0.003 0.10
H -2.223 0.724 2.109 0.017 0.048 0.029 0.06
H 3.365 2.203 -1.091 -0.014 -0.012 -0.003 0.13
H 3.766 3.011 0.415 0.009 0.001 -0.018 0.14
H 3.221 5.051 -1.044 0.003 -0.010 0.006 0.12
H 1.402 6.703 -1.428 0.002 -0.002 0.000 0.11
H -0.957 6.019 -0.941 -0.002 -0.004 0.002 0.11
H -1.374 3.702 -0.169 -0.010 -0.004 -0.011 0.10
H 3.190 -0.582 1.020 -0.025 -0.006 0.006 0.12
H 4.463 0.559 0.588 0.008 -0.024 0.014 0.13
H 5.392 -1.115 -0.913 -0.006 0.007 0.009 0.12
H 5.366 -1.974 -3.250 -0.002 0.001 -0.002 0.12
H 3.348 -1.511 -4.663 -0.012 0.006 -0.001 0.11
H 1.456 -0.278 -3.661 -0.018 -0.007 0.013 0.08
C -1.142 -4.425 4.099 0.006 -0.017 -0.016 -0.01
N -0.862 -3.345 3.181 0.018 0.049 0.069 -0.08
C 0.452 -3.012 2.673 0.026 0.037 -0.021 -0.03
C 0.140 -1.734 1.903 0.162 -0.232 0.006 -0.49
O 0.963 -1.148 1.193 -0.236 0.018 0.017 -0.12
N -1.144 -1.383 2.090 -0.016 -0.011 -0.019 0.18
C -1.687 -2.351 2.824 -0.008 -0.049 -0.003 -0.39
N -2.977 -2.308 3.183 0.040 -0.007 -0.008 0.23
H -0.453 -5.243 3.899 -0.002 -0.002 -0.004 0.10
H -2.149 -4.811 3.941 0.004 -0.009 -0.005 0.09
H -1.033 -4.119 5.142 -0.005 0.005 -0.003 0.10
H 0.831 -3.779 1.998 -0.047 0.001 0.004 0.12
H 1.176 -2.830 3.471 -0.020 0.015 0.023 0.15
H -3.544 -1.620 2.717 -0.032 0.002 -0.005 0.10
H -3.429 -3.092 3.614 -0.003 0.002 0.002 0.10
O -0.609 -3.493 -0.217 0.016 -0.033 0.039 -0.52
S 0.425 -2.863 -1.109 0.002 -0.121 -0.149 0.91
C 1.945 -3.852 -0.926 -0.105 0.100 -0.045 -0.29
C 1.790 -5.048 -1.852 0.031 -0.008 -0.024 -0.22
C 1.276 -4.454 -3.161 0.009 -0.007 0.013 -0.22
C 0.128 -3.518 -2.790 -0.035 0.011 0.064 -0.28
H 2.041 -4.086 0.133 0.025 0.011 -0.007 0.08
H 2.776 -3.209 -1.229 0.010 0.001 -0.003 0.08
H 1.059 -5.746 -1.437 -0.002 0.005 0.006 0.12
H 2.732 -5.582 -1.981 -0.006 -0.006 0.006 0.12
H 0.944 -5.218 -3.865 -0.001 -0.004 0.005 0.12
H 2.079 -3.891 -3.641 -0.008 0.010 -0.013 0.10
H -0.817 -4.051 -2.674 0.000 0.006 -0.007 0.10
H -0.018 -2.675 -3.460 0.014 0.007 -0.002 0.07
C -5.824 1.527 -0.418 -0.016 0.020 0.001 0.00
N -4.606 0.747 -0.283 -0.025 0.024 0.049 -0.12
C -4.519 -0.618 -0.126 -0.006 -0.014 -0.095 -0.06
C -3.188 -0.916 -0.135 0.071 0.022 -0.049 -0.14
N -2.461 0.241 -0.291 -0.051 -0.037 0.132 -0.03
C -3.344 1.209 -0.380 0.036 -0.038 -0.091 -0.19
H -6.644 0.992 0.053 0.006 0.000 0.010 0.09
H -6.066 1.694 -1.467 0.004 -0.016 -0.001 0.10
H -5.704 2.486 0.080 0.012 0.006 -0.006 0.09
H -5.398 -1.237 -0.065 0.001 -0.005 0.011 0.12
H -2.697 -1.874 -0.060 -0.031 -0.011 0.010 0.09
H -3.111 2.249 -0.546 -0.035 0.008 0.019 0.13
C -2.694 0.728 -3.685 0.113 0.006 0.019 -0.12
S -0.992 0.878 -3.213 -0.197 -0.016 -0.267 0.39
O -0.247 1.140 -4.416 0.011 0.028 0.016 -0.30
O -0.915 1.933 -2.186 -0.043 0.041 -0.136 -0.44
O -0.628 -0.397 -2.553 -0.064 -0.173 -0.196 -0.51
H -3.047 1.716 -3.972 -0.012 -0.007 -0.014 0.07
H -3.257 0.329 -2.845 -0.031 0.008 -0.008 0.04
H -2.741 0.051 -4.535 -0.007 -0.011 0.009 0.07